No. 1
Here is a cluster of 2 separate species, C6H10 in total in a non-equilibrium geometry from the OMol25 dataset. Energies are from ωB97M-V with the def2-TZVPD basis set.

The highest occupied orbital energy comes out at -8.023 eV. As for the LUMO energy: 0.0013 hartree. The value obtained for the energy above the lowest of the compared OMol25 structures with the same formula, charge and spin is 115.2 kcal per mole. As for the frontier orbital gap: 8.06 eV. Its SMILES is C#C/C=C/C.C.

The geometry in ORCA input format:
```
! wB97M-V def2-TZVPD RIJCOSX def2/J DEFGRID3
* xyz 0 1
C 2.188 -1.090 0.258
C -1.185 -0.569 0.459
C -0.081 0.232 0.513
C -2.093 -0.933 1.589
C 1.210 -0.393 0.400
C 1.097 1.447 -1.944
H -3.111 -1.011 1.208
H 0.220 1.227 -1.002
H 3.154 -1.461 0.033
H -1.506 -0.970 -0.492
H -1.808 -1.912 1.992
H 0.617 1.700 -2.888
H 1.668 2.276 -1.559
H -0.070 1.064 1.214
H 1.746 0.623 -2.203
H -2.045 -0.231 2.422
*
```

No. 2
Here is a structure of composition Cl3CuO12 in a non-equilibrium geometry from the OMol25 dataset. Energies are from ωB97M-V with the def2-TZVPD basis set.

The highest occupied orbital energy comes out at -3.174 eV. As for the LUMO energy: 0.1745 hartree. As for the frontier orbital gap: 7.92 eV.

The geometry in ORCA input format:
```
! wB97M-V def2-TZVPD RIJCOSX def2/J DEFGRID3
* xyz -2 1
Cu 0.373 1.006 -0.234
Cl -0.078 -2.874 0.572
Cl -2.393 2.328 -2.620
Cl 2.497 0.409 2.061
O 1.044 0.401 2.135
O -3.070 3.211 -1.605
O 0.484 -3.039 1.827
O -3.491 1.580 -3.138
O -1.139 -3.803 0.604
O 2.457 1.715 1.354
O 3.026 -0.719 1.321
O -0.628 -1.546 0.347
O -1.475 1.463 -1.898
O 0.768 -3.463 -0.467
O 3.105 0.660 3.386
O -1.481 2.674 -3.643
*
```

No. 3
Here is a structure of composition C19H23Cl2NSTl in a non-equilibrium geometry from the OMol25 dataset. Energies are from ωB97M-V with the def2-TZVPD basis set.

The highest occupied orbital energy (alpha / beta) comes out at -1.979 / -1.980 eV. As for the LUMO energy (alpha / beta): 0.0892 / 0.0892 hartree. The value obtained for the energy above the lowest of the compared OMol25 structures with the same formula, charge and spin is 0.0 kcal per mole. As for the frontier orbital gap (alpha / beta): 4.41 / 4.41 eV.

The geometry in ORCA input format:
```
! wB97M-V def2-TZVPD RIJCOSX def2/J DEFGRID3
* xyz -1 1
Tl 1.003 1.451 -0.460
Cl -0.056 3.295 -1.575
Cl 1.578 2.015 1.826
S -1.042 -1.368 1.097
N -0.086 -0.765 -0.027
C -0.877 0.153 -3.069
C 0.331 -0.441 -3.149
C -0.287 1.599 -5.053
C 1.393 -0.020 -4.110
C -1.295 1.301 -3.924
C -0.130 -2.293 2.332
C -0.816 -3.264 3.088
C -2.046 2.593 3.110
C 2.730 0.415 -0.985
C -1.079 0.384 3.278
C 1.168 -3.571 4.429
C -1.482 0.139 1.967
C -2.460 2.330 1.798
C -1.346 1.632 3.839
C 1.162 1.422 -4.596
C 1.861 -2.648 3.640
C 1.211 -2.002 2.585
C -0.168 -3.882 4.157
C -2.182 1.094 1.225
H 2.859 -0.276 -1.839
H -0.469 0.918 -5.892
H -2.299 1.139 -4.343
H -1.585 -0.163 -2.294
H -0.457 2.611 -5.436
H 2.911 -2.417 3.837
H -1.374 2.198 -3.280
H -3.003 3.078 1.216
H -0.520 -0.360 3.838
H -0.698 -4.608 4.779
H 1.688 -4.063 5.252
H 2.387 -0.142 -3.668
H 1.730 -1.241 2.002
H 0.568 -1.268 -2.479
H -1.855 -3.506 2.871
H 1.356 2.107 -3.761
H 1.367 -0.680 -4.994
H 1.847 1.669 -5.420
H 0.686 -1.417 -0.201
H -1.002 1.845 4.853
H -2.486 0.880 0.203
H -2.279 3.555 3.571
H 3.541 0.573 -0.239
*
```